Below is a molecular structure, C20H56N5O6Sr at a distorted geometry, with properties calculated with ωB97M-V/def2-TZVPD.

Properties
Calculated total energy, eV: -42199.450
Frontier orbital gap (spin up / spin down), eV: 7.678 / 3.268
Molar mass, Da: 550.32
Multiplicity: 2
Charge: +2

Last column: Löwdin spin population.
Element x y z (Å)
Sr 1.458 -2.163 1.694  0.00
O 0.108 -0.328 0.706  0.01
H -0.544 -0.414 -0.016  0.00
C 0.600 3.408 -0.443  0.02
C -0.891 3.129 -0.805  0.11
C -1.420 4.392 -1.533  0.02
O -2.772 4.262 -1.985  0.01
C -3.281 5.467 -2.430  0.00
N -0.890 1.842 -1.488  0.61
H 1.150 3.879 -1.257  0.00
H 1.144 2.482 -0.259  0.00
H 0.665 4.074 0.417  0.00
H -1.537 2.948 0.054  0.06
H -0.820 4.746 -2.371  0.01
H -1.415 5.102 -0.706  0.00
H -4.278 5.229 -2.800  0.00
H -2.686 5.903 -3.232  0.00
H -3.369 6.166 -1.599  0.00
H -0.680 1.199 -0.738  0.02
H -1.849 1.693 -1.769  0.02
C -2.487 -1.719 -1.576  0.01
C -3.150 -1.645 -0.163  0.01
C -2.597 -2.564 0.892  0.00
O -2.625 -3.924 0.572  0.00
C -3.806 -4.659 0.796  0.00
N -3.189 -0.208 0.147  0.07
H -1.458 -1.362 -1.627  0.00
H -3.026 -1.123 -2.312  0.00
H -2.322 -2.754 -1.876  0.00
H -4.207 -1.814 -0.365  0.00
H -2.986 -2.390 1.895  0.00
H -1.537 -2.318 0.959  0.00
H -4.068 -4.641 1.854  0.00
H -3.661 -5.718 0.586  0.00
H -4.581 -4.268 0.137  0.00
H -3.278 0.398 -0.656  0.00
H -2.228 -0.043 0.410  0.00
C -1.620 2.074 2.697  0.00
C -1.129 1.191 3.796  0.00
C -2.141 0.123 4.223  0.00
O -1.569 -0.560 5.332  0.00
C -2.363 -1.619 5.849  0.00
N 0.092 0.577 3.303  0.00
H -2.516 2.629 2.974  0.00
H -1.902 1.444 1.853  0.00
H -0.852 2.819 2.487  0.00
H -0.860 1.815 4.649  0.00
H -2.457 -0.557 3.432  0.00
H -3.069 0.585 4.560  0.00
H -2.466 -2.415 5.112  0.00
H -3.357 -1.237 6.080  0.00
H -1.939 -1.966 6.791  0.00
H 0.648 1.368 3.010  0.00
H -0.026 0.192 2.377  0.00
C 3.322 0.626 0.707  0.00
C 4.150 -0.572 0.235  0.00
C 5.267 -0.925 1.223  0.00
O 6.243 -1.781 0.661  0.00
C 7.220 -2.257 1.550  0.00
N 3.261 -1.725 -0.046  0.00
H 3.143 0.356 1.747  0.00
H 2.331 0.775 0.278  0.00
H 3.893 1.552 0.638  0.00
H 4.675 -0.198 -0.643  0.00
H 4.909 -1.329 2.169  0.00
H 5.751 -0.002 1.543  0.00
H 7.756 -1.420 1.997  0.00
H 7.854 -2.946 0.992  0.00
H 6.680 -2.822 2.310  0.00
H 2.624 -1.522 -0.803  0.00
H 3.862 -2.404 -0.490  0.00
C 2.415 0.821 -2.824  0.00
C 1.339 -0.207 -3.181  0.01
C 1.604 -1.225 -4.367  0.00
O 0.571 -2.281 -4.426  0.00
C -0.742 -1.952 -4.887  0.00
N 1.201 -0.993 -1.972  0.00
H 3.356 0.325 -2.586  0.00
H 2.174 1.541 -2.042  0.00
H 2.769 1.328 -3.722  0.00
H 0.423 0.309 -3.469  0.01
H 2.555 -1.684 -4.098  0.00
H 1.623 -0.791 -5.367  0.00
H -1.478 -2.755 -4.917  0.00
H -0.749 -1.642 -5.932  0.00
H -1.163 -1.101 -4.352  0.00
H 0.373 -1.489 -2.269  0.00
H 0.831 -0.339 -1.296  0.00

Atoms 1-6, force components in eV/Å:
Sr -0.779 1.225 -0.173
O -0.097 -0.661 -0.937
H 0.602 -0.628 0.795
C -0.357 0.057 0.572
C 2.845 1.404 -2.586
C -1.786 -0.680 0.441